Here is a 2-piece molecular cluster, C3H11NO2 overall in a non-equilibrium geometry from OMol25. Energies are from ωB97M-V/def2-TZVPD.

Element x y z (Å)
C1 -0.66263 1.89769 -0.49887
C2 -1.40972 1.06965 0.57398
C3 -1.33291 -0.40823 0.32854
O1 -1.85137 -1.14945 1.45954
N1 -0.94722 3.31088 -0.35608
H1 0.39748 1.68401 -0.32303
H2 -0.90885 1.60610 -1.51598
H3 -0.94122 1.21446 1.54904
H4 -2.42968 1.45623 0.59086
H5 -1.86488 -0.82452 -0.53653
H6 -0.27941 -0.67068 0.15306
H7 -1.44517 -2.00578 1.37611
H8 -1.37404 3.70159 -1.18585
H9 -1.41213 3.66185 0.47581
H10 5.09392 -4.78679 -1.45602
H11 5.16796 -3.71001 -0.39026
O2 5.27798 -3.86473 -1.33659

Multiplicity ... 1
Relative energy (zero: lowest compared OMol25 entry of this formula, charge and spin) ... 0.738 eV
Net charge ... 0
DFT total energy ... -326.104369 Ha
SMILES string ... NCCCO.O
Gap between HOMO and LUMO ... 9.769 eV

Here is C18H60BCrO18S4 as an isolated structure in a non-equilibrium geometry from OMol25. Energies are from ωB97M-V/def2-TZVPD.

Element x y z (Å)
Cr1 -0.27924 37.96182 -10.43512
B1 -0.68420 35.75151 -10.03607
H1 -0.60798 34.55155 -9.70051
H2 -0.05715 36.39644 -9.22759
H3 -0.20588 35.89153 -11.13073
H4 -1.89193 36.10202 -9.98942
O1 -1.01504 29.69546 -8.26856
S1 0.26735 29.74570 -7.72078
O2 0.48188 30.20537 -6.42920
O3 0.85386 28.32570 -7.93956
C1 2.12664 28.04258 -7.29417
C2 1.93427 27.33781 -6.01340
C3 1.28819 30.67316 -8.81550
H5 2.67833 28.98135 -7.19658
H6 2.69342 27.41760 -7.98165
H7 1.42864 26.39563 -6.17338
H8 1.38428 27.93448 -5.29349
H9 2.95458 27.21493 -5.63208
H10 2.33606 30.68911 -8.54584
H11 0.83079 31.66081 -8.82630
H12 1.25167 30.23438 -9.80979
O4 -1.87401 38.67116 -9.17135
S2 -2.86066 39.30897 -8.31866
O5 -4.00000 38.61495 -8.00055
O6 -2.24094 39.73944 -6.97720
C4 -0.86160 40.12578 -6.87484
C5 -0.08686 39.03665 -6.15347
C6 -3.24036 40.86128 -9.04088
H13 -0.75388 41.02089 -6.25767
H14 -0.45326 40.38206 -7.85681
H15 0.98859 39.22400 -6.15225
H16 -0.28882 38.05731 -6.58729
H17 -0.36821 39.02388 -5.10046
H18 -2.34573 41.47338 -9.01977
H19 -4.05569 41.23983 -8.43328
H20 -3.55956 40.72111 -10.06876
O7 -4.30517 30.34408 -8.21999
S3 -4.62680 30.78531 -6.93428
O8 -5.19092 29.89397 -6.02721
O9 -3.35193 31.39412 -6.24813
C7 -2.60329 32.39186 -6.94634
C8 -2.69961 33.70316 -6.23581
C9 -5.70218 32.17974 -7.09010
H21 -2.85287 32.45748 -8.01289
H22 -1.56571 32.05625 -6.98303
H23 -2.34083 34.53136 -6.84243
H24 -2.15120 33.64897 -5.29416
H25 -3.73478 33.90401 -5.95943
H26 -6.63707 31.73468 -7.41852
H27 -5.28415 32.85163 -7.81393
H28 -5.80513 32.63267 -6.11339
O10 6.03957 36.04790 -11.71756
S4 5.88817 35.76441 -10.34398
O11 5.58992 36.83229 -9.46280
O12 4.81295 34.62287 -10.19243
C10 4.41261 34.29712 -8.78611
C11 3.18896 33.46904 -8.76384
C12 7.30884 34.90630 -9.73199
H29 4.26462 35.24967 -8.26188
H30 5.25289 33.80001 -8.28599
H31 2.35639 33.92167 -9.32187
H32 2.78158 33.27134 -7.77022
H33 3.30399 32.50752 -9.26530
H34 7.33012 33.97451 -10.30012
H35 7.15668 34.60379 -8.70046
H36 8.14906 35.56596 -9.88251
C13 -4.64612 37.20533 -10.85180
O13 -3.98002 36.64383 -12.00322
H37 -4.42222 38.27914 -10.87061
H38 -5.72865 37.11700 -10.97050
H39 -4.30292 36.83828 -9.88535
H40 -4.05747 35.67382 -11.96447
C14 -2.27729 32.87910 -12.08922
O14 -1.75615 34.17408 -12.36317
H41 -2.68373 32.48130 -13.02281
H42 -1.48250 32.18213 -11.79299
H43 -3.08483 32.82336 -11.34766
H44 -1.46872 34.63570 -11.53458
C15 2.19658 37.34785 -8.36914
O15 1.28886 38.33987 -8.96112
H45 3.08963 37.22016 -8.97969
H46 2.51658 37.72345 -7.39494
H47 1.66026 36.42155 -8.21001
H48 1.54852 39.21255 -8.65336
C16 1.14341 34.43527 -5.09900
O16 2.51200 34.03882 -5.24530
H49 0.76241 34.99025 -5.97426
H50 0.54191 33.55443 -4.91943
H51 1.03448 35.13056 -4.24956
H52 3.02113 34.85406 -5.31617
C17 -1.28569 38.14756 -13.42279
O17 -1.61211 37.91790 -12.04968
H53 -0.97195 37.19605 -13.86039
H54 -2.11902 38.54714 -13.99826
H55 -0.46273 38.85448 -13.52117
H56 -2.48780 37.39793 -12.06058
C18 2.40640 36.62063 -12.19598
O18 1.46089 37.58771 -11.72446
H57 3.41733 37.04641 -12.12616
H58 2.41412 35.72672 -11.59426
H59 2.29136 36.42028 -13.26044
H60 1.70292 38.43198 -12.12869

Multiplicity ... 5
Net charge ... +1
⟨S²⟩ ... 6.01
DFT total energy ... -4737.795262 Ha
Gap between HOMO and LUMO (alpha / beta) ... 8.732 / 8.452 eV

Here is C16H27GaN2 as an isolated structure in a non-equilibrium geometry from OMol25. Energies are from ωB97M-V/def2-TZVPD.

Element x y z (Å)
C1 -0.31512 0.18172 -2.77348
H1 -1.35392 0.09381 -3.17297
H2 -0.15646 1.23026 -2.81582
H3 -2.13002 -0.50396 -1.52960
C2 0.55253 -0.89873 -3.31037
H4 1.45787 -1.07336 -2.69277
H5 -0.00388 -1.85814 -3.34966
C3 1.01730 -0.52352 -4.75613
H6 1.81135 -1.23710 -5.05971
H7 0.17096 -0.62128 -5.48240
H8 1.40550 0.52481 -4.78609
C4 0.21301 0.34664 2.18334
C5 1.34939 0.14544 1.35929
C6 1.21011 0.97033 0.20357
C7 -0.00394 1.75418 0.37170
C8 -0.59381 1.36505 1.62727
C9 -1.75371 1.98137 2.28298
C10 -0.29282 3.03639 -0.32834
C11 2.34265 1.34886 -0.68797
C12 2.49621 -0.70559 1.70819
C13 0.02386 -0.25746 3.50765
Ga1 -0.69750 0.02884 -1.03376
H9 -1.35540 3.32661 -0.22946
H10 0.31258 3.84206 0.13341
H11 -0.01437 3.00282 -1.39883
H12 -2.31520 2.60223 1.57662
H13 -2.43317 1.23039 2.71451
H14 -1.43187 2.63142 3.11028
H15 0.37190 -1.29956 3.51547
H16 0.54971 0.26410 4.33229
H17 -1.04111 -0.28255 3.77122
H18 3.18632 -0.81091 0.86460
H19 3.06708 -0.30066 2.55836
H20 2.16110 -1.71035 2.00053
H21 2.01410 1.71005 -1.68331
H22 2.90699 2.18638 -0.21801
H23 3.06624 0.52105 -0.83402
N1 -2.41425 -1.46557 0.71879
C14 -2.62762 -2.58491 1.44081
C15 -1.47722 -3.37213 1.24811
C16 -0.61952 -2.67279 0.40178
N2 -1.17895 -1.47712 0.11723
H24 -3.02476 -0.65962 0.65648
H25 -3.51786 -2.73498 2.01052
H26 -1.30521 -4.32395 1.68353
H27 0.37095 -2.95057 0.04415

Multiplicity ... 1
Relative energy (zero: lowest compared OMol25 entry of this formula, charge and spin) ... 2.963 eV
Net charge ... +2
DFT total energy ... -2659.397521 Ha
Gap between HOMO and LUMO (alpha / beta) ... 5.479 / 5.942 eV